Record 1
Computed, not measured: a molecular structure, C46H42AsN3O5PRh, with wB97M-V/def2-TZVPD.

Last column: Mulliken charge in e.
Atoms and positions in Å:
Rh -2.09 0.70 -0.29  -0.43
C -3.18 -0.75 3.66  -0.88
C -3.51 -2.06 3.38  -0.73
C -3.53 -2.48 2.06  -0.91
C -3.22 -1.57 1.06  0.86
N -2.84 -0.30 1.34  0.39
C -2.83 0.10 2.62  -0.65
C -3.35 -1.89 -0.37  0.56
C -4.00 -3.02 -0.84  -0.74
C -4.13 -3.22 -2.20  -0.78
C -3.62 -2.26 -3.07  -0.93
C -3.01 -1.15 -2.54  -0.39
N -2.87 -0.95 -1.22  0.43
H -3.18 -0.36 4.67  0.52
H -3.75 -2.75 4.18  0.48
H -3.79 -3.49 1.81  0.42
H -2.54 1.12 2.79  0.90
H -4.41 -3.73 -0.14  0.43
H -4.63 -4.10 -2.58  0.48
H -3.71 -2.36 -4.14  0.52
H -2.62 -0.37 -3.18  0.40
C -2.71 3.02 -3.95  -1.50
C -1.83 2.00 -3.31  0.80
N -0.78 1.54 -4.00  -0.13
O -2.10 1.58 -2.17  -0.44
H -2.13 3.77 -4.49  0.46
H -3.31 3.50 -3.18  0.35
H -3.38 2.54 -4.67  0.35
H -0.58 1.91 -4.92  0.24
H -0.15 0.87 -3.60  -0.02
O -1.66 3.59 -0.33  -0.70
C -1.35 3.30 0.82  0.23
O -1.49 2.08 1.30  -0.05
C -0.83 4.31 1.77  0.60
C -0.80 4.06 3.13  -0.25
C -0.30 5.00 4.04  -1.27
C 0.17 6.17 3.50  0.97
O 0.71 7.23 4.15  -0.49
C 1.04 8.20 3.15  -0.26
O 0.70 7.65 1.88  -0.50
C 0.16 6.42 2.13  0.82
C -0.34 5.52 1.24  -1.27
H -1.19 3.12 3.51  0.28
H -0.30 4.83 5.10  0.47
H 2.12 8.40 3.19  0.26
H 0.46 9.11 3.33  0.27
H -0.38 5.71 0.17  0.57
C 0.37 -1.49 -0.80  -0.30
C 0.54 -1.29 -2.30  -1.87
As 1.77 -2.61 -3.18  0.16
C 3.28 -2.26 -1.99  0.04
C 4.23 -1.36 -2.47  -0.41
C 5.33 -1.01 -1.70  -0.81
C 5.51 -1.57 -0.45  -0.49
C 4.57 -2.47 0.04  -0.84
C 3.47 -2.81 -0.72  0.09
C 1.01 -4.22 -2.39  0.15
C -0.37 -4.35 -2.23  0.06
C -0.92 -5.53 -1.76  -0.37
C -0.11 -6.61 -1.45  -0.72
C 1.27 -6.50 -1.62  -0.65
C 1.82 -5.31 -2.09  -0.38
P -0.02 -0.01 0.16  3.88
C 0.20 -0.50 1.88  0.21
C 0.05 -1.83 2.26  -0.43
C 0.27 -2.20 3.58  -0.88
C 0.64 -1.25 4.52  -0.78
C 0.78 0.08 4.14  -0.84
C 0.56 0.46 2.83  -0.54
C 1.25 1.18 -0.25  0.81
C 2.53 0.91 0.23  -1.04
C 3.59 1.71 -0.14  -0.89
C 3.39 2.79 -0.99  -0.99
C 2.12 3.05 -1.49  -1.35
C 1.05 2.25 -1.13  0.15
H 1.32 -1.80 -0.36  0.25
H -0.35 -2.28 -0.57  0.65
H 1.02 -0.33 -2.50  0.57
H -0.42 -1.34 -2.82  0.44
H 4.12 -0.93 -3.46  0.43
H 6.07 -0.32 -2.10  0.48
H 6.38 -1.32 0.14  0.46
H 4.71 -2.92 1.02  0.45
H 2.76 -3.55 -0.34  0.57
H -1.03 -3.53 -2.50  0.27
H -2.00 -5.62 -1.66  0.39
H -0.53 -7.53 -1.09  0.44
H 1.91 -7.34 -1.39  0.42
H 2.89 -5.25 -2.23  0.48
H -0.21 -2.60 1.55  0.41
H 0.17 -3.24 3.87  0.53
H 0.82 -1.54 5.55  0.46
H 1.06 0.83 4.87  0.53
H 0.66 1.50 2.54  0.61
H 2.71 0.06 0.88  0.44
H 4.58 1.50 0.24  0.55
H 4.22 3.43 -1.26  0.49
H 1.96 3.89 -2.15  0.55
H 0.06 2.48 -1.48  0.37

LUMO level, eV: -6.74
HOMO level, eV: -11.86
Total charge: +2
Relative energy (zero: lowest compared OMol25 entry of this formula, charge and spin), eV: 0.501
DFT total energy, eV: -136215.9745
Frontier orbital gap, eV: 5.13
Multiplicity: 1

Record 2
Computed, not measured: a molecular structure, C46H42AuN4O4P2S, with wB97M-V/def2-TZVPD.

Last column: Mulliken charge in e.
Atoms and positions in Å:
Au -0.47 0.68 0.21  1.08
O -1.37 -1.65 2.56  0.48
C -1.18 -1.31 3.87  0.18
C -1.43 -2.12 4.96  -0.79
C -1.08 -1.65 6.22  -0.80
C -0.46 -0.42 6.39  -1.00
C -0.16 0.36 5.28  -0.46
C -0.54 -0.09 4.01  0.03
P 0.01 0.86 2.59  1.95
C 1.80 0.78 2.77  1.90
C 2.40 -0.47 2.56  -0.90
C 3.74 -0.64 2.82  -0.47
C 4.50 0.43 3.29  -0.84
C 3.91 1.66 3.52  -0.90
C 2.55 1.84 3.27  -0.86
C -0.57 2.55 2.81  -0.96
C -0.05 3.47 1.74  0.60
C -1.02 4.57 1.26  -0.32
C -2.20 4.83 2.14  -0.90
C -2.46 4.06 3.20  -0.81
C -1.70 2.83 3.47  -0.17
C -2.44 -2.32 2.03  0.40
C -3.52 -2.81 2.74  -1.14
C -4.48 -3.55 2.04  -0.77
C -4.34 -3.79 0.68  -1.07
C -3.28 -3.23 -0.02  -0.59
C -2.33 -2.46 0.66  0.13
P -0.96 -1.68 -0.23  1.42
C -1.54 -1.75 -1.94  0.38
C -0.84 -2.42 -2.94  -0.41
C -1.36 -2.51 -4.22  -0.77
C -2.59 -1.94 -4.51  -0.67
C -3.30 -1.28 -3.51  -1.01
C -2.78 -1.17 -2.24  0.10
C 0.49 -2.72 -0.05  0.80
C 1.63 -2.46 -0.83  0.04
C 2.73 -3.29 -0.74  -1.26
C 2.72 -4.38 0.13  -0.87
C 1.59 -4.63 0.91  -0.83
C 0.48 -3.81 0.81  -0.76
H -1.86 -3.10 4.84  0.73
H -1.27 -2.27 7.08  0.47
H -0.19 -0.08 7.38  0.51
H 0.36 1.30 5.41  0.53
H 1.81 -1.31 2.20  0.36
H 4.20 -1.61 2.67  0.55
H 5.55 0.29 3.51  0.49
H 4.49 2.48 3.92  0.50
H 2.09 2.79 3.50  0.54
H 1.00 3.73 1.83  0.47
H -0.54 5.49 0.92  0.51
H -2.84 5.67 1.90  0.47
H -3.30 4.28 3.84  0.47
H -2.11 2.12 4.18  0.50
H -3.64 -2.63 3.80  0.77
H -5.33 -3.95 2.58  0.45
H -5.07 -4.39 0.16  0.48
H -3.20 -3.39 -1.08  0.60
H 0.11 -2.90 -2.72  0.50
H -0.81 -3.04 -4.99  0.48
H -3.01 -2.03 -5.50  0.48
H -4.27 -0.85 -3.74  0.52
H -3.35 -0.66 -1.47  0.47
H 1.62 -1.65 -1.55  0.58
H 3.59 -3.12 -1.37  0.54
H 3.58 -5.03 0.20  0.47
H 1.58 -5.49 1.57  0.50
H -0.40 -4.03 1.40  0.52
N -1.29 3.63 0.11  0.26
C -0.46 2.72 0.51  -0.94
H -1.94 3.61 -0.67  0.21
N 4.92 2.45 -2.72  -0.15
C 4.41 1.40 -1.75  -0.83
C 3.23 1.93 -0.93  -0.93
N 2.39 0.84 -0.42  0.58
H 5.78 2.14 -3.19  0.40
H 5.12 3.34 -2.27  0.37
H 4.20 2.58 -3.44  0.30
H 5.24 1.08 -1.13  0.42
H 4.08 0.58 -2.39  0.35
H 2.59 2.53 -1.59  0.53
H 3.57 2.56 -0.11  0.64
H 2.93 0.19 0.15  0.09
H 2.02 0.35 -1.23  -0.71
O 2.14 1.67 -4.44  -0.75
S 1.12 0.64 -4.37  1.29
O 1.48 -0.68 -4.80  -0.66
N 0.57 0.60 -2.82  0.21
C -0.61 1.14 -2.74  0.08
O -1.25 1.32 -1.64  -1.05
C -1.24 1.52 -4.04  0.02
C -2.51 2.01 -4.29  -0.26
C -2.87 2.21 -5.62  -0.83
C -2.00 1.92 -6.66  -0.61
C -0.72 1.43 -6.40  -0.87
C -0.37 1.24 -5.08  0.19
H -3.20 2.21 -3.48  0.56
H -3.86 2.59 -5.85  0.45
H -2.31 2.08 -7.68  0.48
H -0.03 1.20 -7.21  0.54

LUMO level, eV: -8.96
HOMO level, eV: -15.49
Total charge: +3
Relative energy (zero: lowest compared OMol25 entry of this formula, charge and spin), eV: 0.672
DFT total energy, eV: -95614.4859
Frontier orbital gap, eV: 6.53
Multiplicity: 1

One value per record, in order, for F_max: 2.09, 0.74 eV Å⁻¹.